The ion C6H13N with charge -1, computed with the ωB97M-V functional and the def2-TZVPD basis.

Geometry as XYZ:
```
20
Properties=species:S:1:pos:R:3:forces:R:3
C -1.2847 -0.7900 -3.3579 0.654 0.005 0.154
C -0.0939 -0.9174 -2.3587 -0.334 0.470 -0.918
C -0.0807 0.0875 -1.2452 1.063 -0.857 0.512
C 0.2710 -0.2978 0.0002 -0.561 0.830 -0.052
N 0.5041 0.5381 1.0477 0.150 0.226 0.508
C 0.3578 0.0763 2.4137 -0.006 -0.842 0.036
C 0.3860 1.1812 3.4414 -0.374 -0.069 -0.284
H -0.9271 -0.5524 -4.3621 -0.057 0.020 -0.022
H -1.8112 -1.7396 -3.4160 -0.278 0.040 -0.043
H -1.9622 0.0010 -3.0532 -0.205 -0.021 0.074
H 0.8339 -0.8852 -2.9452 0.016 0.145 0.043
H -0.1142 -1.9215 -1.9658 0.028 -0.314 0.518
H -0.0365 1.1535 -1.4328 -0.304 0.052 -0.333
H 0.3181 -1.3332 0.3071 -0.143 -0.311 -0.220
H 0.8125 1.4829 0.9238 -0.183 0.058 -0.216
H -0.6119 -0.4313 2.5214 0.096 0.042 -0.095
H 1.1103 -0.7006 2.6222 0.027 0.175 0.096
H 0.2762 0.7445 4.4380 0.200 0.077 0.135
H -0.5070 1.7962 3.2935 0.100 0.251 0.028
H 1.2720 1.8118 3.3866 0.112 0.022 0.078
```
Positions in Å, forces in eV/Å.

Properties
- DFT total energy (eV) = -7920.5336
- spin multiplicity = 2
- F_max (Eh/bohr) = 0.0284
- charge = -1

---

The ion C6H13N with charge -1, computed with the ωB97M-V functional and the def2-TZVPD basis.

Geometry as XYZ:
```
20
Properties=species:S:1:pos:R:3:forces:R:3
C 2.0229 -1.4802 0.1581 -0.098 -0.083 0.092
C 1.4226 -0.2340 -0.5016 0.042 -0.232 -0.091
N 0.1821 2.0771 0.7549 0.099 0.145 0.127
C -0.5954 1.0140 0.2785 0.298 -0.804 -0.403
C -0.0616 -0.0838 -0.3005 0.109 0.536 0.393
C -0.9366 -1.1844 -0.8506 0.141 0.361 -0.071
C -2.0815 1.1919 0.3923 0.092 0.176 -0.099
H 1.6281 -2.3988 -0.2839 -0.009 0.017 -0.051
H 1.7775 -1.5208 1.2215 0.042 0.107 0.026
H 3.1116 -1.5023 0.0576 0.012 -0.002 -0.022
H 1.9639 0.6460 -0.1571 -0.027 0.042 0.026
H 1.6383 -0.2950 -1.5795 -0.034 -0.005 -0.011
H 1.0854 1.7942 1.1379 -0.169 0.052 -0.075
H -0.3029 2.6246 1.4555 -0.063 0.044 0.055
H -1.7843 -0.7469 -1.3837 -0.081 -0.218 -0.085
H -0.3546 -1.7918 -1.5477 -0.114 -0.053 -0.075
H -1.3238 -1.8495 -0.0762 -0.061 -0.071 0.038
H -2.5909 0.2423 0.5583 -0.025 -0.012 0.146
H -2.3177 1.8846 1.2013 -0.134 -0.057 0.037
H -2.4833 1.6128 -0.5351 -0.021 0.056 0.042
```
Positions in Å, forces in eV/Å.

Properties
- DFT total energy (eV) = -7921.3168
- spin multiplicity = 2
- F_max (Eh/bohr) = 0.0184
- charge = -1

---

What is the spin multiplicity in the first record? 2

---

The lowest F_max belongs to which entry? number 2

---

Which of these has the highest F_max? number 1